No. 1
Entry from the Open Molecules 2025 dataset: the molecule C6H13NSi2 in a non-equilibrium geometry (wB97M-V/def2-TZVPD).

Results
Gap between HOMO and LUMO (spin up / spin down) ... 6.58 / 6.59 eV
DFT total energy ... -23672.308 eV
Energy relative to the best compared isomer or geometry (same formula, charge and spin) ... 110.20 kcal/mol
Strongest force on any atom ... 0.0860 hartree/bohr
Molecular weight ... 155.35 g mol⁻¹

The geometry in XYZ format:
```
22
Properties=species:S:1:pos:R:3:lowdin_charge:R:1
H -0.5154 2.8835 -1.1477 0.10
C 2.1236 -2.2919 0.2861 -0.06
C 2.3306 -0.8585 0.0891 0.05
H 0.9717 -2.6922 0.3143 0.11
H -4.5144 0.5820 0.6681 -0.15
H 2.6729 -2.4718 1.1553 0.06
C -0.3377 2.6998 -0.0503 -0.03
C 1.8551 1.5296 -0.2308 -0.10
H 2.3013 2.4453 -0.4355 0.07
C 0.5271 1.4062 -0.0283 -0.47
H -3.5673 -1.3959 1.5151 -0.14
H -0.9506 -2.1487 0.3297 -0.06
H -1.3696 -0.9309 -1.9068 -0.07
H 2.4230 -2.8379 -0.5603 0.06
N -0.1304 0.2579 0.1362 -0.14
H 3.8376 0.3843 -0.1965 0.18
H 0.2096 3.4680 0.4397 0.06
Si -3.5779 -0.4806 0.3273 0.42
H -1.2836 2.3414 0.3537 0.06
C 2.6826 0.3212 -0.1423 -0.12
H -4.3646 -1.3996 -0.5432 -0.14
Si -1.3237 -0.8110 -0.3729 0.31
```

=====

No. 2
Entry from the Open Molecules 2025 dataset: the molecule C21H26N2O5S in a non-equilibrium geometry (wB97M-V/def2-TZVPD).

Results
Gap between HOMO and LUMO ... 9.25 eV
DFT total energy ... -46251.410 eV
Energy relative to the best compared isomer or geometry (same formula, charge and spin) ... 72.53 kcal/mol
Strongest force on any atom ... 0.0206 hartree/bohr
Molecular weight ... 418.51 g mol⁻¹
SMILES string ... COc1ccccc1OCC(=O)Nc1ccc(S(=O)(=O)N2CCCCCC2)cc1

The geometry in XYZ format:
```
55
Properties=species:S:1:pos:R:3:lowdin_charge:R:1
H -4.4576 -2.8679 0.9861 0.11
C -3.1195 -6.3134 -0.7108 -0.19
H -3.0676 -7.2699 -1.2360 0.11
H 5.3388 6.7783 2.0179 0.10
H 3.5544 4.2789 4.9686 0.10
C -4.4083 -5.5924 -1.1191 -0.20
H -1.4240 -4.5157 0.7903 0.13
H 1.0679 -0.0866 -2.5017 0.10
H -3.5444 -4.2844 1.5328 0.12
C 0.0839 0.7316 -0.7849 -0.20
N 1.0319 1.7111 -0.5065 0.14
C -1.8720 -1.1687 -1.2407 -0.28
H -3.1278 -6.5284 0.3604 0.11
S -3.1359 -2.4104 -1.4860 0.68
C 2.1869 2.0010 -1.1568 -0.43
H -0.8794 -3.6446 -0.6545 0.12
C -1.0327 0.6537 0.0526 0.00
O -2.8664 -3.0843 -2.7272 -0.28
C 4.6786 5.9620 2.2630 -0.02
C -1.8731 -5.5097 -1.0804 -0.18
C -4.9965 -4.6833 -0.0389 -0.18
C 0.2085 -0.1528 -1.8557 0.01
H -2.8816 -0.3688 0.4493 0.12
H -5.1714 -6.3275 -1.3848 0.11
H 5.0840 6.1269 4.3495 0.10
C 4.8989 6.6985 -0.4532 -0.07
C -3.9621 -3.7837 0.6548 -0.20
H -1.9425 -5.2190 -2.1290 0.10
H -4.2049 -4.9958 -2.0096 0.09
H -5.4890 -5.2864 0.7281 0.11
C -2.0070 -0.2961 -0.1765 -0.05
N -2.8453 -3.3802 -0.1664 -0.25
C 3.6794 4.5656 3.9364 -0.09
H 0.8452 2.2952 0.3012 0.14
H 2.8583 4.0248 -1.2471 0.14
H 4.6007 7.6459 0.0064 0.10
C 2.9288 3.1882 -0.5406 -0.08
C 4.5312 5.5956 3.5903 -0.09
H -0.9810 -6.1281 -0.9531 0.11
O 2.6197 1.4319 -2.1323 0.08
H 2.3282 3.0756 3.1850 0.12
C -0.7747 -1.1006 -2.0771 -0.04
H 3.9863 2.9178 -0.4463 0.15
O 2.3698 3.5265 0.7135 -0.05
H -1.1286 1.3444 0.8780 0.12
H -5.7504 -4.0498 -0.5078 0.10
H 4.7934 6.7747 -1.5343 0.10
C -1.6932 -4.2450 -0.2370 -0.20
C 3.1345 4.2404 1.6086 -0.19
C 2.9927 3.8906 2.9436 0.00
H -0.7095 -1.7908 -2.9033 0.12
C 3.9793 5.3079 1.2561 -0.20
O 4.0478 5.6465 -0.0670 -0.10
H 5.9431 6.4833 -0.2066 0.10
O -4.4256 -1.8127 -1.3011 -0.27
```

=====

No. 3
Entry from the Open Molecules 2025 dataset: a cluster of 3 separate species, C36H31BF5NO11PS in total in a non-equilibrium geometry (wB97M-V/def2-TZVPD).

Results
Net charge ... +1
Gap between HOMO and LUMO ... 8.33 eV
DFT total energy ... -96226.934 eV
Energy relative to the best compared isomer or geometry (same formula, charge and spin) ... 17.51 kcal/mol
Strongest force on any atom ... 0.0790 hartree/bohr
Molecular weight ... 822.48 g mol⁻¹

The geometry in XYZ format:
```
87
Properties=species:S:1:pos:R:3:lowdin_charge:R:1
C 4.6083 -0.9997 -2.3507 -0.46
C 0.5432 -0.4472 -4.0405 -0.06
C -1.5441 -4.2895 1.6540 0.00
F 3.5777 -1.7032 -0.2967 0.19
H 2.6186 2.1556 -1.9940 0.04
H -0.9925 8.2510 3.0841 0.13
O 1.2989 7.8100 2.1933 0.12
C -1.5852 -6.4262 6.9245 0.00
C -1.3914 6.2146 0.3983 -0.09
H -1.2237 -1.1934 -5.2410 0.15
C -1.3553 0.7352 -2.8978 -0.10
H -1.2119 1.5341 -4.9694 0.09
H 3.5565 4.6121 -2.4275 0.10
C -0.6087 5.4715 -0.6193 -0.27
H -1.4895 -3.2149 1.5227 0.11
H -1.5577 -6.0044 9.0237 0.11
F 5.5510 -0.8638 -0.2236 0.18
H 0.6015 0.3521 -4.7964 0.14
H 1.0385 -2.3001 -1.2640 0.13
B -0.7431 -3.1149 -2.7866 -0.54
C 2.8922 6.6085 0.2300 0.01
C 1.6059 4.9703 -1.6097 -0.03
C 4.3516 -0.7526 -0.8238 -0.55
C -1.4910 7.6574 2.3291 0.01
H -3.4528 8.0834 3.0740 0.11
H -1.3275 -3.7232 -4.5071 0.13
F 3.9185 0.4826 -0.5643 0.17
O 1.3140 -0.2547 -1.6452 -0.14
H -2.5807 2.1674 -4.0732 0.10
O -1.6688 -8.0078 4.6178 0.12
C -0.7430 -1.5737 -2.3272 -0.06
N -0.8093 -0.5766 -3.4394 -0.23
C 2.9816 5.1282 -1.6664 -0.07
C -1.3891 -4.5149 5.4665 -0.09
H -1.6933 -4.6797 -0.4526 0.04
H -1.8012 -7.1485 -0.1435 0.11
O 3.3343 -1.2059 -4.7645 -0.23
H -3.2824 5.5366 -0.3601 0.12
O -0.4770 -3.5776 -4.0621 0.18
F 5.2984 0.0370 -2.8229 0.16
C 1.6891 -0.1819 -3.0024 -0.51
C -1.7214 -6.4991 0.7197 -0.03
H -1.7008 -7.4930 7.0640 0.12
C -1.3512 -4.2168 7.8505 -0.05
C 0.7359 7.1385 1.3563 -0.27
C -2.8736 7.5624 2.3224 -0.04
C 0.4662 -1.3634 -1.3388 -0.08
S 3.0719 -1.3461 -3.3615 0.78
C -1.5231 -5.8951 5.6421 -0.08
H 1.1031 4.3319 -2.3252 0.08
H 1.1521 2.3866 -3.7011 0.03
H 3.3941 7.2484 0.9440 0.13
C -1.5040 -5.5888 8.0255 -0.05
O 2.7043 -2.7154 -3.1062 -0.23
C -2.7791 6.1285 0.3929 0.00
C -1.6881 -7.0444 1.9928 0.01
C -1.2941 -3.6808 6.5745 0.00
C 3.6245 5.9553 -0.7493 -0.04
H 4.6977 6.0876 -0.7989 0.11
H -4.5989 6.7432 1.3389 0.11
O -0.9833 -4.0556 -1.7842 0.15
C -1.6582 -5.1181 0.5503 -0.06
C -1.5972 -6.8065 4.4692 -0.27
H -0.9590 2.7350 -3.6878 0.06
O -1.2318 -2.7263 3.9437 0.10
O -1.1626 4.7445 -1.4286 0.07
C -0.7456 6.9946 1.3625 -0.08
C 0.8690 5.6320 -0.6389 -0.09
F 5.3470 -2.1051 -2.4512 0.17
H -1.6615 -1.4304 -1.7310 0.16
C 1.5129 6.4448 0.2920 -0.07
H 0.0569 -1.1660 -0.3374 0.16
H 0.8158 -1.3702 -4.5905 0.15
H -1.1800 -2.6131 6.4407 0.12
C -1.5033 -4.8308 2.9320 -0.08
P 2.2650 1.6142 -3.2586 0.79
H -2.3647 0.4738 -2.5406 0.14
H -1.8712 -3.9192 -1.4323 0.09
H -1.7422 -8.1171 2.1246 0.13
C -3.5182 6.8055 1.3490 -0.05
C -1.3617 -3.9250 4.1042 -0.28
H -0.7999 1.0805 -2.0170 0.15
O 3.3227 1.7499 -4.2746 -0.37
H -1.2810 -3.5655 8.7124 0.11
C -1.5903 -6.2116 3.1033 -0.07
C -1.5389 1.8403 -3.9626 -0.04
O -1.7147 -0.9476 -4.4374 0.09
```

=====

No. 4
Entry from the Open Molecules 2025 dataset: the molecule C2H2Cl3NO5 in a non-equilibrium geometry (wB97M-V/def2-TZVPD).

Results
Gap between HOMO and LUMO ... 9.72 eV
DFT total energy ... -51390.772 eV
Energy relative to the best compared isomer or geometry (same formula, charge and spin) ... 3.87 kcal/mol
Strongest force on any atom ... 0.0856 hartree/bohr
Molecular weight ... 226.40 g mol⁻¹
SMILES string ... O=[N+]([O-])OOO[C@H](Cl)C(Cl)Cl

The geometry in XYZ format:
```
13
Properties=species:S:1:pos:R:3:lowdin_charge:R:1
O 1.5037 -1.0510 -0.4158 -0.07
O 1.3872 0.1738 -0.9171 -0.04
C -0.1008 1.1840 0.7804 -0.86
Cl -2.5191 1.7985 -0.0382 0.67
Cl 1.0370 0.4348 1.9340 0.70
H -1.5991 -0.2716 0.4141 0.07
O 0.0895 0.9868 -0.5298 -0.11
H -0.0886 2.2411 1.0873 0.11
O 2.3795 -2.6953 -1.8457 0.16
O 0.2541 -1.9368 -2.1983 0.17
N 1.3509 -2.0478 -1.7186 -0.27
C -1.5456 0.7086 0.9064 -1.15
Cl -2.1487 0.4748 2.5413 0.60
```